1.
DFT (ωB97M-V/def2-TZVPD) results for an isolated molecule of C7H5N5.

Last column: Mulliken charge in e.
Geometry (Å):
C 2.620 -0.488 -0.282  -0.40
C 2.919 0.849 -0.254  -0.23
N 2.048 1.835 -0.082  -0.59
C 0.793 1.439 0.036  -0.15
C 0.361 0.134 -0.002  0.88
C -1.089 -0.165 0.117  0.03
N -1.694 0.305 1.207  -0.12
N -2.991 0.074 1.289  -0.50
C -3.523 -0.597 0.276  0.09
N -2.918 -1.103 -0.791  -0.53
N -1.621 -0.873 -0.878  -0.11
C 1.303 -0.856 -0.154  -0.32
H 3.383 -1.243 -0.417  0.37
H 3.963 1.132 -0.379  0.33
H 0.038 2.213 0.172  0.38
H -4.595 -0.758 0.329  0.46
H 1.002 -1.897 -0.187  0.40

Molar mass, g/mol: 159.15
F_max, eV Å⁻¹: 1.5
Relative energy (zero: lowest compared OMol25 entry of this formula, charge and spin), kJ/mol: 237.8
Charge: 0
Energy, eV: -14788.0185
HOMO energy, eV: -9.9
Structure (SMILES): c1cncc(-c2nncnn2)c1
Gap between HOMO and LUMO, eV: 8.8

---

2.
DFT (ωB97M-V/def2-TZVPD) results for an isolated molecule of C4H10N4.

Last column: Mulliken charge in e.
Geometry (Å):
C 2.276 -0.633 -0.265  -1.45
C 0.956 -0.345 0.405  0.57
N 0.728 -1.106 1.561  -0.49
C 0.011 0.300 -0.331  0.09
N -0.073 0.419 -1.720  -0.56
C -0.741 1.083 0.637  -0.29
N -2.033 1.215 0.583  -0.36
N -2.853 0.311 -0.041  -0.40
H 3.066 -0.732 0.478  0.42
H 2.224 -1.577 -0.812  0.29
H 2.521 0.155 -0.972  0.34
H 1.551 -1.216 2.139  0.23
H -0.059 -0.779 2.106  0.29
H -0.837 1.005 -2.025  0.28
H 0.005 -0.451 -2.230  0.22
H -0.274 1.662 1.430  0.40
H -3.812 0.618 0.066  0.25
H -2.654 0.070 -1.008  0.18

Molar mass, g/mol: 114.15
F_max, eV Å⁻¹: 4.5
Relative energy (zero: lowest compared OMol25 entry of this formula, charge and spin), kJ/mol: 284.6
Charge: 0
Energy, eV: -10267.9008
HOMO energy, eV: -6.8
Structure (SMILES): C/C(N)=C(N)/C=N\N
Gap between HOMO and LUMO, eV: 7.8

---

3.
DFT (ωB97M-V/def2-TZVPD) results for a structure of composition C12H8N2O2S3Se2Te2W.

Last column: Mulliken charge in e.
Geometry (Å):
W 1.141 -0.157 -0.234  0.15
S 1.487 2.235 -0.552  -0.12
C -0.243 2.315 -0.373  0.62
C -1.074 3.425 -0.400  -0.77
C -2.433 3.203 -0.338  -0.16
C -2.925 1.898 -0.246  -0.84
C -2.041 0.850 -0.199  0.06
N -0.710 1.057 -0.256  0.24
H -0.656 4.418 -0.487  0.47
H -3.122 4.037 -0.366  0.45
H -3.986 1.703 -0.207  0.44
H -2.392 -0.163 -0.084  0.24
Se -0.181 -1.699 1.409  0.04
Te -0.853 -2.380 -0.846  0.35
Te 1.588 -2.202 -2.114  0.20
Se 0.890 0.021 -2.820  0.07
O 3.325 0.099 -0.838  -0.45
S 3.998 -0.886 0.080  0.94
O 4.573 -2.024 -0.535  -0.49
N 2.681 -1.061 1.053  -0.36
C 2.801 -0.117 2.030  0.78
S 1.409 0.752 2.289  -0.03
C 4.198 0.191 2.369  0.43
C 4.747 0.798 3.483  -0.76
C 6.122 1.014 3.483  -0.53
C 6.920 0.658 2.399  -0.60
C 6.373 0.065 1.264  -0.74
C 5.012 -0.148 1.287  0.54
H 4.140 1.072 4.335  0.49
H 6.585 1.469 4.348  0.43
H 7.984 0.845 2.441  0.43
H 6.980 -0.215 0.413  0.50

Molar mass, g/mol: 905.37
F_max, eV Å⁻¹: 1.0
Charge: +2
Energy, eV: -199244.4196
HOMO energy (spin up / spin down), eV: -14.6 / -14.6
Gap between HOMO and LUMO (spin up / spin down), eV: 6.1 / 5.4

---

4.
DFT (ωB97M-V/def2-TZVPD) results for an isolated molecule of C22H20N2O5S.

Last column: Mulliken charge in e.
Geometry (Å):
C -3.427 0.698 1.311  -1.20
N -2.900 1.700 0.405  0.16
C -2.881 3.009 1.029  -1.09
C -3.537 1.661 -0.917  0.63
C -2.564 2.260 -1.954  -1.50
N -1.255 1.701 -1.727  -0.11
C -0.708 0.766 -2.533  0.34
O -1.084 0.541 -3.666  -0.67
C 0.459 0.044 -1.925  0.95
C 1.488 -0.397 -2.755  -0.90
C 2.562 -1.091 -2.235  -0.89
C 2.632 -1.374 -0.867  0.58
C 1.581 -0.958 -0.058  -0.15
C 0.505 -0.266 -0.568  -0.55
S 1.545 -1.401 1.675  1.30
O 1.000 -0.303 2.429  -0.67
O 0.899 -2.678 1.805  -0.69
C 3.277 -1.605 2.071  0.09
C 3.674 -1.479 3.387  -0.57
C 4.996 -1.709 3.733  -0.51
C 5.908 -2.079 2.756  -0.59
C 5.504 -2.207 1.441  -0.68
C 4.177 -1.965 1.075  0.43
C 3.825 -2.100 -0.363  0.69
O 4.537 -2.729 -1.119  -0.59
C -4.890 2.300 -0.979  -0.04
C -5.298 3.599 -1.083  -0.54
C -6.713 3.576 -1.045  -0.50
C -7.061 2.269 -0.918  -0.59
O -5.968 1.491 -0.875  -0.40
H -3.354 -0.285 0.847  0.39
H -2.821 0.696 2.217  0.38
H -4.475 0.879 1.590  0.29
H -2.239 2.957 1.908  0.34
H -3.877 3.349 1.344  0.37
H -2.465 3.740 0.340  0.33
H -3.666 0.600 -1.160  0.61
H -2.878 1.999 -2.966  0.49
H -2.519 3.348 -1.865  0.33
H -0.969 1.745 -0.758  0.26
H 1.423 -0.186 -3.812  0.47
H 3.367 -1.431 -2.868  0.48
H -0.290 -0.002 0.114  0.38
H 2.934 -1.198 4.120  0.46
H 5.311 -1.607 4.761  0.40
H 6.937 -2.269 3.022  0.40
H 6.202 -2.495 0.668  0.47
H -4.679 4.467 -1.180  0.49
H -7.372 4.418 -1.105  0.45
H -8.013 1.781 -0.849  0.48

Molar mass, g/mol: 424.48
F_max, eV Å⁻¹: 0.9
Relative energy (zero: lowest compared OMol25 entry of this formula, charge and spin), kJ/mol: 197.1
Charge: 0
Energy, eV: -47190.7239
HOMO energy, eV: -8.7
Structure (SMILES): CN(C)[C@H](CNC(=O)c1ccc2c(c1)S(=O)(=O)c1ccccc1C2=O)c1ccco1
Gap between HOMO and LUMO, eV: 7.7

---

5.
DFT (ωB97M-V/def2-TZVPD) results for the ion CH2FN2O2 with charge -1.

Last column: Mulliken charge in e.
Geometry (Å):
C 0.910 0.293 -0.328  -0.01
N -0.527 0.428 -0.395  -0.54
N -1.282 -0.315 0.352  1.00
O -0.858 -1.378 0.862  -0.72
O -2.505 -0.017 0.401  -0.77
F 1.542 0.321 0.945  -0.31
H 1.215 1.232 -0.965  0.20
H 1.507 -0.564 -0.873  0.15

Molar mass, g/mol: 93.04
Spin multiplicity: 3
F_max, eV Å⁻¹: 4.6
Relative energy (zero: lowest compared OMol25 entry of this formula, charge and spin), kJ/mol: 198.8
Charge: -1
Energy, eV: -10855.9199
HOMO energy (spin up / spin down), eV: -0.5 / -4.2
Gap between HOMO and LUMO (spin up / spin down), eV: 5.0 / 6.9

---

6.
DFT (ωB97M-V/def2-TZVPD) results for an isolated molecule of C8H2.

Last column: Mulliken charge in e.
Geometry (Å):
C -2.843 -1.287 0.033  -0.24
C -1.635 -1.315 -0.004  -0.15
C -0.290 -1.210 -0.035  0.02
C 0.917 -1.440 -0.014  0.06
C 2.081 -0.759 -0.012  -0.01
C 2.513 0.395 0.044  -0.09
C 1.973 1.644 0.012  0.07
C 0.910 2.232 -0.019  -0.44
H -3.891 -1.324 0.051  0.40
H 0.266 3.064 -0.055  0.37

Molar mass, g/mol: 98.10
F_max, eV Å⁻¹: 2.7
Relative energy (zero: lowest compared OMol25 entry of this formula, charge and spin), kJ/mol: 213.1
Charge: 0
Energy, eV: -8318.8171
HOMO energy, eV: -8.9
Structure (SMILES): C#CC#CC#CC#C
Gap between HOMO and LUMO, eV: 8.4

---

7.
DFT (ωB97M-V/def2-TZVPD) results for a structure of composition C3H6N.

Last column: Mulliken charge in e.
Geometry (Å):
C -1.114 0.091 0.319  -0.47
C -0.047 0.697 -0.581  -0.07
C -0.064 -0.746 -0.292  -0.02
N 1.114 0.090 0.329  -0.26
H -0.875 0.130 1.400  0.19
H -2.138 -0.024 0.036  0.30
H 0.039 1.444 -1.367  0.38
H 0.158 -1.987 -0.853  0.37
H 2.119 0.101 0.062  0.31
H 1.130 0.263 1.382  0.27

Molar mass, g/mol: 56.09
F_max, eV Å⁻¹: 5.0
Relative energy (zero: lowest compared OMol25 entry of this formula, charge and spin), kJ/mol: 278.9
Charge: +1
Energy, eV: -4687.2259
HOMO energy, eV: -16.5
Gap between HOMO and LUMO, eV: 13.0